No. 1
{"formula": "C14H11BNO13", "method": "the ωB97M-V functional and the def2-TZVPD basis", "homo_ev": -7.338, "charge": -1, "homo_lumo_gap_ha": 0.3102, "total_energy_ev": -43488.1896, "elements": ["O", "O", "O", "O", "O", "O", "O", "O", "O", "O", "O", "O", "O", "N", "C", "C", "C", "C", "C", "C", "C", "C", "C", "C", "C", "C", "C", "C", "B", "H", "H", "H", "H", "H", "H", "H", "H", "H", "H", "H"], "positions_angstrom": [[4.031, 2.942, -0.277], [-1.251, -2.886, 0.937], [-2.988, -2.997, 2.355], [-4.658, -4.547, 3.233], [-6.117, -4.811, 4.924], [-4.540, -3.962, 0.866], [-3.180, -4.087, -0.923], [1.007, 4.437, -2.874], [5.436, 1.457, 0.656], [-1.139, 3.732, -2.846], [-6.980, -2.122, 4.081], [-5.347, -2.401, 2.559], [3.186, 4.665, -2.356], [-0.253, 1.706, -0.922], [2.799, 2.228, -0.395], [5.872, 2.055, -1.595], [-2.389, -3.171, 1.193], [-0.015, 3.625, -2.474], [5.115, 2.111, -0.299], [0.806, -0.348, -1.739], [2.168, 4.071, -2.183], [0.106, 0.488, -0.718], [-6.104, -2.769, 3.587], [-5.654, -4.171, 4.026], [-3.398, -3.799, 0.220], [-0.191, -0.180, 0.586], [0.543, 2.633, -1.493], [1.851, 2.926, -1.317], [-4.388, -3.478, 2.256], [0.377, -1.093, 0.712], [-1.256, -0.387, 0.673], [3.010, 1.239, -0.821], [1.783, -0.634, -1.339], [2.351, 2.045, 0.585], [6.098, 1.014, -1.814], [0.894, 0.135, -2.707], [5.308, 2.489, -2.416], [6.811, 2.594, -1.483], [0.043, 0.538, 1.371], [0.254, -1.286, -1.828]]}


No. 2
{"formula": "C14H11Cl4O4", "method": "the ωB97M-V functional and the def2-TZVPD basis", "homo_ev": -3.770, "charge": -1, "homo_lumo_gap_ha": 0.1611, "total_energy_ev": -72977.1511, "elements": ["Cl", "Cl", "Cl", "Cl", "O", "O", "O", "O", "C", "C", "C", "C", "C", "C", "C", "C", "C", "C", "C", "C", "C", "C", "H", "H", "H", "H", "H", "H", "H", "H", "H", "H", "H"], "positions_angstrom": [[-2.423, -5.138, 0.243], [2.216, -1.289, -1.493], [-0.457, -3.898, 2.410], [0.362, -2.661, -3.677], [1.584, -2.180, 1.215], [-1.838, -0.809, 0.674], [1.687, 1.240, 2.976], [-1.701, -4.362, -2.484], [0.151, -2.936, -2.009], [-0.967, -3.852, -1.640], [0.947, -2.355, -1.070], [1.352, 1.867, 0.649], [1.074, 1.037, 1.923], [-0.712, 3.329, 0.856], [0.065, 2.350, -0.037], [0.792, -2.624, 0.384], [-0.312, -3.549, 0.750], [0.069, 0.023, 1.769], [-0.778, 1.099, -0.370], [-1.144, -4.096, -0.179], [0.417, 3.053, -1.340], [-0.922, 0.028, 0.746], [0.966, 2.375, -2.002], [-0.030, -0.712, 2.559], [-1.796, 1.400, -0.653], [-1.006, 2.890, 1.815], [1.974, 2.730, 0.918], [1.041, 3.930, -1.149], [-0.097, 4.214, 1.057], [-0.490, 3.380, -1.857], [-0.320, 0.605, -1.248], [-1.618, 3.669, 0.340], [1.911, 1.244, -0.075]]}


No. 3
{"formula": "C14H11ClFNO2", "method": "the ωB97M-V functional and the def2-TZVPD basis", "homo_ev": -8.507, "homo_lumo_gap_ha": 0.2877, "total_energy_ev": -35511.4507, "elements": ["Cl", "F", "O", "O", "N", "C", "C", "C", "C", "C", "C", "C", "C", "C", "C", "C", "C", "C", "C", "H", "H", "H", "H", "H", "H", "H", "H", "H", "H", "H"], "positions_angstrom": [[2.848, -2.412, 0.243], [1.960, 2.685, 0.033], [-4.571, 0.721, -0.007], [-1.540, 0.431, -2.558], [-1.685, -0.486, -0.663], [2.902, 1.620, 0.166], [2.331, 0.141, 0.120], [4.053, 1.886, 0.735], [0.125, 0.563, -0.976], [4.505, -0.400, 0.819], [-4.734, -1.173, 1.452], [4.954, 0.821, 0.739], [1.045, -0.317, -0.304], [3.322, -0.684, 0.336], [-4.204, -0.580, 0.190], [-3.176, -1.204, -1.035], [-5.457, 1.045, 0.957], [-5.488, -0.037, 1.756], [-1.001, 0.152, -1.545], [-6.128, -0.048, 2.687], [-1.422, -0.729, 0.268], [-3.443, -0.568, -1.841], [-5.922, 2.187, 1.119], [0.544, 1.498, -1.452], [-3.247, -2.137, -1.002], [0.613, -1.175, 0.075], [-4.433, -2.215, 1.542], [6.093, 1.087, 1.119], [4.355, 2.691, 0.747], [5.326, -1.123, 0.588]]}


No. 4
{"formula": "C14H11CoN4OS", "method": "the ωB97M-V functional and the def2-TZVPD basis", "spin_multiplicity": 4, "homo_ev": [-11.425, -11.525], "charge": 1, "homo_lumo_gap_ha": [0.2746, 0.2471], "total_energy_ev": -71160.8730, "elements": ["Co", "S", "O", "N", "N", "N", "N", "C", "C", "C", "C", "C", "C", "C", "C", "C", "C", "C", "C", "C", "C", "H", "H", "H", "H", "H", "H", "H", "H", "H", "H", "H"], "positions_angstrom": [[-2.449, -1.296, 0.348], [-2.201, -3.168, -0.861], [-4.058, -1.981, 2.762], [0.214, -2.352, 0.097], [0.064, -4.521, -0.578], [-0.482, -1.224, 0.293], [-2.245, 0.649, -0.033], [-0.502, -3.331, -0.388], [-3.215, 1.567, -0.088], [2.464, -0.508, 0.523], [4.138, 0.772, -0.636], [-3.496, -1.735, 1.830], [-2.977, 2.910, 0.125], [3.794, -0.223, 0.268], [-1.692, 3.311, 0.457], [1.813, 1.224, -1.024], [-0.680, 2.365, 0.510], [0.041, -0.044, 0.174], [-0.971, 1.040, 0.224], [1.456, 0.229, -0.104], [3.144, 1.484, -1.293], [5.178, 0.991, -0.836], [4.570, -0.782, 0.774], [1.037, -4.657, -0.356], [3.406, 2.240, -2.021], [-3.787, 3.622, 0.054], [-0.450, -5.264, -1.013], [1.046, 1.768, -1.560], [2.202, -1.287, 1.223], [0.329, 2.641, 0.778], [-1.481, 4.351, 0.668], [-4.210, 1.208, -0.316]]}